# 1
Density functional theory data (ωB97M-V/def2-TZVPD) for C14H28N4O5S2 in the gas phase.

Structure (XYZ):
```
53
Properties=species:S:1:pos:R:3
O 2.2507 0.9904 -1.6116
S 1.5006 -0.2067 -1.3832
O 2.0512 -1.1745 -0.4782
N 1.1168 -0.9957 -2.7721
C 0.6814 -0.1875 -3.8847
C 1.7740 0.6418 -4.5813
C 3.1769 0.0364 -4.5092
C 3.2540 -1.4594 -4.8251
C 3.0759 -2.3261 -3.5790
C 1.6498 -2.3131 -3.0287
N -0.0425 0.2807 -0.9437
C -0.0979 1.4572 -0.0970
C 0.2262 1.1040 1.3571
N -0.6060 0.0171 1.8376
S -2.1317 0.4991 2.3000
O -2.7076 1.4808 1.4284
O -2.8915 -0.6902 2.5500
N -1.6914 1.2924 3.6993
C -1.2808 0.4032 4.7711
C -2.4903 -0.1180 5.5544
O -3.2966 0.9482 6.0113
C -3.7663 1.7288 4.9344
C -2.5980 2.3333 4.1521
C -0.5569 -1.1601 0.9897
C -0.8779 -0.8018 -0.4645
H -0.0874 0.4828 -3.4924
H 0.2100 -0.8660 -4.6011
H 1.8232 1.6261 -4.1160
H 1.4801 0.7728 -5.6254
H 3.5717 0.2081 -3.5069
H 3.8077 0.5886 -5.2094
H 2.5079 -1.7264 -5.5766
H 4.2371 -1.6788 -5.2478
H 3.7492 -1.9702 -2.7969
H 3.3385 -3.3615 -3.8084
H 1.6295 -2.8446 -2.0756
H 0.9703 -2.8123 -3.7280
H 0.6287 2.1662 -0.4928
H -1.1075 1.8725 -0.1573
H 0.0479 1.9549 2.0144
H 1.2698 0.7830 1.4325
H -0.7321 -0.4189 4.3142
H -0.6189 0.9690 5.4341
H -2.1703 -0.6581 6.4469
H -3.0761 -0.7815 4.9045
H -4.3899 2.5091 5.3738
H -4.3681 1.1092 4.2527
H -2.9528 2.8604 3.2677
H -2.0289 3.0147 4.7925
H -1.2858 -1.8677 1.3844
H 0.4520 -1.5766 1.0501
H -0.7061 -1.6556 -1.1204
H -1.9218 -0.4794 -0.5397
```

Values from the calculation:
- relative energy (zero: lowest compared OMol25 entry of this formula, charge and spin) (kJ/mol) = 2.5
- HOMO (eV) = -8.98
- frontier orbital gap (eV) = 9.769
- structure (SMILES) = O=S(=O)(N1CCCCCC1)N1CCN(S(=O)(=O)N2CCOCC2)CC1



# 2
Density functional theory data (ωB97M-V/def2-TZVPD) for C2H3NOS2 in the gas phase.

Structure (XYZ):
```
9
Properties=species:S:1:pos:R:3
O -2.1478 -0.6577 -0.7971
N -1.8045 0.4072 -0.0341
C -0.6566 0.4049 0.5231
S 0.4609 -0.9731 0.5411
C 1.5779 0.1292 -0.1847
S 3.1116 -0.2369 -0.3016
H -1.5769 -1.6648 -0.6378
H -0.2106 1.2836 1.1456
H 1.2460 1.3075 -0.2546
```

Values from the calculation:
- relative energy (zero: lowest compared OMol25 entry of this formula, charge and spin) (kJ/mol) = 428.4
- HOMO (eV) = -9.18
- frontier orbital gap (eV) = 8.436
- structure (SMILES) = O/N=C\SC=S



# 3
Density functional theory data (ωB97M-V/def2-TZVPD) for a gas-phase ion, ClHN (charge -1).

Structure (XYZ):
```
3
Properties=species:S:1:pos:R:3
N 0.3588 -0.4989 0.0000
Cl -1.2844 0.1509 0.0000
H 0.9257 0.3481 0.0000
```

Values from the calculation:
- HOMO (eV) = -1.23
- frontier orbital gap (eV) = 6.155
- charge = -1



# 4
Density functional theory data (ωB97M-V/def2-TZVPD) for 9 unconnected molecules or ions with the total composition C9H39BClN16O9PS.

Structure (XYZ):
```
77
Properties=species:S:1:pos:R:3
C -3.7817 -2.8320 6.6066
B -5.0536 -2.0932 5.9680
O -5.0005 -1.7204 4.5704
P -6.6563 -1.6126 6.8914
S -7.7357 -3.1235 5.7281
Cl -5.5749 -0.0952 7.9807
H -3.0435 -2.0415 6.8993
H -3.3079 -3.4307 5.7917
H -3.9958 -3.4400 7.5095
H -4.8352 -0.7655 4.6085
H -7.0563 -2.2371 8.0996
H -7.5000 -0.6102 6.3183
H -7.7798 -4.1917 6.5853
N -0.1848 -3.6090 2.1889
C -1.5175 -3.3682 2.2925
N -1.8832 -2.6025 3.3592
O -2.3407 -3.8011 1.4905
H 0.5191 -3.2569 2.8459
H 0.1162 -4.1699 1.4153
H -2.8637 -2.4012 3.4729
H -1.2321 -2.2365 4.0269
N -3.4242 -1.2765 0.0033
C -3.1050 -0.0981 -0.5845
N -1.7635 0.1646 -0.6633
O -3.9476 0.6814 -1.0173
H -2.7429 -1.9237 0.3622
H -4.4155 -1.5104 0.0824
H -1.4891 1.0284 -1.0939
H -1.0554 -0.4537 -0.3178
N 3.8990 -1.8244 3.4450
C 3.3056 -2.7420 2.6379
N 3.9811 -3.0269 1.4942
O 2.2370 -3.2754 2.9189
H 4.7706 -1.3770 3.2336
H 3.4266 -1.5907 4.2989
H 3.5710 -3.7042 0.8764
H 4.8562 -2.6049 1.2400
N 2.9039 -2.1093 -1.5788
C 3.9856 -1.8041 -2.3486
N 3.7061 -1.4944 -3.6417
O 5.1265 -1.8089 -1.9011
H 1.9585 -2.1138 -1.9142
H 3.0863 -2.3409 -0.6211
H 4.4816 -1.2632 -4.2357
H 2.7794 -1.4832 -4.0262
N 3.9950 1.8975 -3.1139
C 3.3838 2.4892 -4.1786
N 3.9368 3.6691 -4.5642
O 2.4148 1.9915 -4.7381
H 4.7913 2.2857 -2.6398
H 3.6160 1.0233 -2.7999
H 3.5182 4.1438 -5.3502
H 4.7312 4.0808 -4.1073
N -8.0592 -3.1032 0.3380
C -6.9077 -2.8544 -0.3431
N -6.9160 -3.2267 -1.6512
O -5.9362 -2.3340 0.1831
H -8.8681 -3.5285 -0.0715
H -8.0843 -2.8401 1.3065
H -6.0805 -3.0556 -2.1812
H -7.7000 -3.6546 -2.1042
N 2.0832 7.1518 -7.8577
C 2.9144 6.2076 -7.3356
N 4.0820 6.6886 -6.8197
O 2.6338 5.0187 -7.3307
H 2.2914 8.1315 -7.8733
H 1.2147 6.8323 -8.2458
H 4.7201 6.0205 -6.4278
H 4.3312 7.6589 -6.8137
N 7.1916 4.9842 -0.5686
C 6.0451 4.9074 -1.2961
N 4.9377 5.4082 -0.6869
O 6.0122 4.4217 -2.4200
H 7.2427 5.3769 0.3516
H 8.0274 4.6226 -0.9908
H 4.0739 5.3657 -1.1983
H 4.9395 5.8100 0.2309
```

Values from the calculation:
- relative energy (zero: lowest compared OMol25 entry of this formula, charge and spin) (kJ/mol) = 92.6
- HOMO (eV) = -8.36
- frontier orbital gap (eV) = 8.588
- structure (SMILES) = CB(O)[PH2](S)Cl.NC(N)=O.NC(N)=O.NC(N)=O.NC(N)=O.NC(N)=O.NC(N)=O.NC(N)=O.NC(N)=O



# 5
Density functional theory data (ωB97M-V/def2-TZVPD) for a molecular structure, C8H16Si.

Structure (XYZ):
```
25
Properties=species:S:1:pos:R:3
C -0.6714 -3.2159 0.6691
C -0.5209 -2.0648 0.8974
C 2.9963 1.0063 0.6840
C 2.0475 -0.0564 -1.3265
C -2.2066 1.6902 0.1859
C -2.6063 -0.6316 -0.4649
C 2.2527 -0.1783 0.1497
C -1.5235 0.3835 -0.2426
Si -0.0550 -0.2728 0.9440
H -1.0854 -4.1101 0.3114
H 2.3656 1.9779 0.6579
H 3.1571 0.8531 1.7197
H 3.8908 1.2988 0.1560
H 1.9258 -1.0757 -1.7319
H 2.9444 0.3002 -1.8606
H 1.1989 0.5482 -1.7440
H -1.7628 2.6124 -0.1527
H -3.2598 1.6522 0.0242
H -2.0881 1.8038 1.2602
H -3.1879 -0.9586 0.4585
H -2.3179 -1.5447 -0.9183
H -3.2528 -0.1054 -1.1383
H 2.8623 -1.1494 0.4342
H -1.0086 0.6114 -1.1457
H -0.0943 0.6257 2.1733
```

Values from the calculation:
- relative energy (zero: lowest compared OMol25 entry of this formula, charge and spin) (kJ/mol) = 262.8
- multiplicity = 3
- HOMO (alpha / beta) (eV) = -4.91 / -9.36
- frontier orbital gap (alpha / beta) (eV) = 5.873 / 6.921



# 6
Density functional theory data (ωB97M-V/def2-TZVPD) for 4 unconnected molecules or ions with the total composition C3H15NO3.

Structure (XYZ):
```
22
Properties=species:S:1:pos:R:3
C -1.4201 -1.7094 1.1843
C -0.6773 -0.3723 1.0474
N -0.6173 0.0889 -0.3793
C -0.6577 1.5360 -0.3925
H -1.4928 -2.1556 2.3525
H -1.2160 -2.4397 0.3686
H -2.4879 -1.4051 0.9555
H 0.2968 -0.4578 1.6820
H -1.1401 0.5213 1.5495
H -1.4772 -0.2733 -0.8494
H 0.2454 1.9911 0.1372
H -0.8126 1.8276 -1.4178
H -1.5351 1.8916 0.1424
O 1.1181 -1.5360 -1.5868
H 0.9510 -1.0992 -0.7005
H 1.6720 -2.2914 -1.1852
O -1.5446 -2.3679 -2.4994
H -1.8742 -3.1162 -3.0042
H -0.5227 -2.4245 -2.6687
O 3.2738 4.4036 2.6872
H 4.0416 4.5528 2.3180
H 3.4261 3.5328 3.1325
```

Values from the calculation:
- relative energy (zero: lowest compared OMol25 entry of this formula, charge and spin) (kJ/mol) = 261.8
- HOMO (eV) = -8.89
- frontier orbital gap (eV) = 9.618
- structure (SMILES) = CCNC.O.O.O



# 7
Density functional theory data (ωB97M-V/def2-TZVPD) for a gas-phase ion, C5H15N2 (charge +1).

Structure (XYZ):
```
22
Properties=species:S:1:pos:R:3
C -1.2345 1.1290 -1.7266
C -0.3824 1.1547 -0.4682
N -0.4811 -0.1608 0.2781
C -1.8345 -0.4039 0.8307
C 0.5839 -0.3490 1.2904
C 1.9691 -0.3971 0.6224
N 1.8507 -1.1633 -0.6248
H -2.2343 1.5024 -1.5006
H -0.7989 1.7967 -2.4642
H -1.2952 0.1197 -2.1293
H 0.6749 1.2535 -0.6836
H -0.6567 1.9053 0.2620
H -0.3147 -0.8501 -0.4631
H -1.9389 -1.4523 1.1105
H -2.5766 -0.1945 0.0734
H -1.9808 0.1742 1.7259
H 0.5746 0.5074 1.9662
H 0.3911 -1.3015 1.7754
H 2.6076 -0.8466 1.3779
H 2.3553 0.6072 0.4566
H 2.6000 -0.9047 -1.2716
H 2.1214 -2.1264 -0.4374
```

Values from the calculation:
- relative energy (zero: lowest compared OMol25 entry of this formula, charge and spin) (kJ/mol) = 37.1
- HOMO (eV) = -14.37
- frontier orbital gap (eV) = 11.782
- charge = +1
- structure (SMILES) = CC[N@H+](C)CCN



# 8
Density functional theory data (ωB97M-V/def2-TZVPD) for C22H17FN6O2 in the gas phase.

Structure (XYZ):
```
48
Properties=species:S:1:pos:R:3
O 0.7278 -0.8807 3.5664
C 0.0680 -0.8395 2.5408
N -1.2894 -1.0593 2.4534
C -1.7159 -1.1159 1.1011
C -2.7828 -1.3788 0.3056
N -2.7092 -1.2135 -1.0473
C -1.4979 -0.7538 -1.5619
C -1.4178 -0.3797 -2.9320
C -0.2857 0.1877 -3.5100
N -0.4097 0.6454 -4.7652
C -1.6404 0.2586 -5.0539
C -2.3218 0.3566 -6.3014
C -3.4236 -0.3571 -6.5469
C -4.0855 -0.9941 -5.3496
F -5.2787 -1.7722 -5.4158
C -3.4719 -1.0237 -4.1073
N -2.2742 -0.3379 -4.0073
N -0.4446 -0.5064 -0.7543
C -0.5372 -0.7853 0.5120
N 0.5980 -0.5797 1.3132
C 2.0193 -0.5322 0.8357
C 2.4232 -2.0242 0.4638
C 2.8721 -2.8012 1.6700
C 3.9840 -2.1100 2.3867
O 5.2336 -2.3625 1.7305
C 3.8179 -0.5812 2.5060
C 4.7532 0.1596 3.1845
C 4.7831 1.6048 3.2029
C 3.7878 2.2606 2.4427
C 2.7932 1.5631 1.7760
C 2.9096 0.1382 1.7272
H -1.8983 -1.1679 3.2536
H -3.7414 -1.6444 0.8069
H 0.5847 0.3352 -2.8719
H -1.7885 0.7991 -7.1231
H -3.8714 -0.4777 -7.4893
H -3.8873 -1.6130 -3.2300
H 2.1548 0.1245 -0.0959
H 3.2145 -2.0324 -0.3815
H 1.4876 -2.4455 0.2120
H 3.2823 -3.7545 1.3870
H 2.1370 -3.0437 2.4017
H 4.0981 -2.5814 3.3480
H 5.2342 -1.7421 0.9724
H 5.5233 -0.4786 3.5917
H 5.5335 2.2189 3.7540
H 3.5955 3.3437 2.4832
H 1.9849 1.9380 1.1876
```

Values from the calculation:
- relative energy (zero: lowest compared OMol25 entry of this formula, charge and spin) (kJ/mol) = 4.9
- HOMO (eV) = -8.15
- frontier orbital gap (eV) = 8.244
- structure (SMILES) = O=c1[nH]c2cnc(-c3cnc4ccc(F)cn34)nc2n1[C@@H]1CC[C@@H](O)c2ccccc21



# 9
Density functional theory data (ωB97M-V/def2-TZVPD) for a molecular structure, CH2NOS3.

Structure (XYZ):
```
8
Properties=species:S:1:pos:R:3
C 0.0734 0.5031 -0.6330
N 0.3038 -0.4399 0.2620
O -0.3473 -1.4239 0.6670
S 2.0523 -0.3540 0.8471
S 0.6621 1.9770 -0.9372
S -2.2299 -0.0495 -1.1270
H 2.0583 0.8337 1.1751
H -2.5727 -1.0465 -0.2541
```

Values from the calculation:
- relative energy (zero: lowest compared OMol25 entry of this formula, charge and spin) (kJ/mol) = 450.9
- multiplicity = 3
- HOMO (alpha / beta) (eV) = -1.75 / -3.91
- frontier orbital gap (alpha / beta) (eV) = 4.984 / 5.932
- charge = -1



# 10
Density functional theory data (ωB97M-V/def2-TZVPD) for C4H9NO2 in the gas phase.

Structure (XYZ):
```
16
Properties=species:S:1:pos:R:3
C 0.4860 1.9153 1.4023
N 1.2378 1.1371 0.2732
C 0.5541 0.1170 -0.3238
C -0.8520 0.2776 -0.9617
O -1.3304 -0.5175 -1.7572
C 0.2969 -1.0292 0.8812
O -0.4930 -2.1580 0.1799
H 0.8488 2.9429 1.2047
H 0.7641 1.7081 2.3948
H -0.6511 1.9480 1.2279
H 1.7544 1.6832 -0.3157
H 1.1519 -0.2882 -1.1969
H -1.0186 1.3717 -0.9554
H 1.3618 -1.3750 1.1069
H -0.2722 -0.7266 1.7074
H -0.9266 -1.5030 -0.4553
```

Values from the calculation:
- relative energy (zero: lowest compared OMol25 entry of this formula, charge and spin) (kJ/mol) = 417.2
- HOMO (eV) = -8.85
- frontier orbital gap (eV) = 9.001
- structure (SMILES) = CN[C@H](C=O)CO



# 11
Density functional theory data (ωB97M-V/def2-TZVPD) for a molecular structure, C32H29BCo2O8S.

Structure (XYZ):
```
73
Properties=species:S:1:pos:R:3
C 6.0658 -0.5228 1.8484
C 4.8464 -0.2851 1.0576
C 4.7580 0.3907 -0.1311
C 3.4110 0.5804 -0.6015
C 2.5536 0.1926 0.4422
B 0.8283 -0.0591 -1.5810
C 0.4482 1.4082 -1.1662
C 0.9245 2.2161 -0.1143
C 0.6060 3.5628 0.0037
C -0.2558 4.1614 -0.9100
C -0.7480 3.3859 -1.9563
C -0.4307 2.0175 -2.0725
O 1.5443 -0.2892 -2.7262
C 1.2494 -1.6774 -3.0247
C -0.1593 -1.6548 -3.6304
C 2.3305 -2.0980 -3.9982
C 1.2322 -2.3577 -1.5849
C 0.3077 -3.5249 -1.2263
C 2.6273 -2.6547 -1.0668
O 0.6421 -1.2156 -0.8058
S 3.2222 -0.7831 1.6909
H 6.8475 -0.5227 1.0893
H 6.2533 0.2822 2.5625
H 5.9972 -1.4752 2.3714
H 5.6660 0.7414 -0.6545
H 3.2354 1.1109 -1.5621
H 1.5829 1.7728 0.6524
H 1.0155 4.1061 0.8573
H -0.4994 5.2227 -0.8037
H -1.4222 3.8592 -2.6829
H -0.8205 1.4606 -2.9029
H -0.4735 -2.6744 -3.8648
H -0.8785 -1.2132 -2.9316
H -0.1759 -1.0376 -4.5230
H 2.2938 -3.1651 -4.2367
H 2.2560 -1.5500 -4.9368
H 3.3374 -1.8729 -3.6450
H 0.4800 -4.4081 -1.8552
H 0.4630 -3.7972 -0.1739
H -0.7268 -3.2078 -1.2641
H 3.1051 -3.4438 -1.6556
H 3.2595 -1.7725 -1.1076
H 2.6107 -2.9829 -0.0203
O -3.4468 -3.0538 2.4801
C -2.3809 -2.6434 2.3665
Co -0.9652 -1.6450 1.8585
C 0.5015 -2.6070 2.2352
O 1.4767 -3.1775 2.4180
C -1.6126 -1.2189 0.2850
O -2.0711 -0.8559 -0.7272
C -2.3414 1.1002 1.7820
C -3.6595 0.7473 1.3660
C -4.2180 1.3332 0.1958
C -5.5266 1.0310 -0.2068
C -6.2913 0.0848 0.4852
C -5.7826 -0.4390 1.6651
C -4.5150 -0.0701 2.1313
C -1.0354 0.9025 1.9505
C 0.0730 0.0190 2.0303
Co -1.5688 2.3975 2.7791
C -2.0024 3.8716 1.8755
O -2.3183 4.7792 1.2006
C -0.0971 2.9455 3.5117
O 0.8577 3.3385 4.0699
C -2.8598 2.4584 3.9838
O -3.6487 2.6014 4.7786
H -3.5915 2.0418 -0.3601
H -5.9477 1.5685 -1.0670
H -7.2789 -0.2054 0.0960
H -6.3865 -1.1211 2.2518
H -4.1743 -0.3699 3.1185
H 0.8682 0.0150 1.2560
H 0.5333 -0.0542 3.0313
```

Values from the calculation:
- relative energy (zero: lowest compared OMol25 entry of this formula, charge and spin) (kJ/mol) = 404.5
- HOMO (eV) = -6.24
- frontier orbital gap (eV) = 3.845



# 12
Density functional theory data (ωB97M-V/def2-TZVPD) for 2 unconnected molecules or ions with the total composition CH3F3OSi.

Structure (XYZ):
```
9
Properties=species:S:1:pos:R:3
O 2.9623 -1.6009 0.1026
Si 3.5811 -0.2501 -0.0081
F 3.9565 0.7161 1.2725
F 4.2402 0.4671 -1.2829
C 0.2998 0.4367 0.4665
F 1.3133 0.6973 -0.4641
H 0.4164 -0.5919 0.7621
H -0.5668 0.5591 -0.2305
H 0.2945 1.3857 1.1712
```

Values from the calculation:
- relative energy (zero: lowest compared OMol25 entry of this formula, charge and spin) (kJ/mol) = 214.1
- HOMO (eV) = -11.55
- frontier orbital gap (eV) = 11.486
- structure (SMILES) = O=[Si](F)F.CF



Number 5 is which compound? C8H16Si